Here is a molecular structure, C24H32AsBrN6O5PtS5 at a distorted geometry from the OMol25 dataset. Energies are from ωB97M-V with the def2-TZVPD basis set.

Structure (XYZ):
```
75
C24H32AsBrN6O5PtS5 ωB97M-V with the def2-TZVPD basis set
Pt 1.029 1.412 -0.698
N -0.975 0.361 -0.207
C -1.615 -0.107 -1.449
C -3.106 -0.438 -1.278
C -4.080 0.635 -0.736
C -4.475 1.838 -1.628
N -3.616 3.013 -1.544
C -3.285 3.845 -2.537
N -2.791 5.038 -2.208
N -3.546 3.560 -3.817
C -1.371 0.894 -2.587
O -2.102 0.796 -3.585
O -0.459 1.753 -2.411
H -1.117 -0.325 0.527
H -1.423 1.227 0.085
H -1.098 -1.024 -1.745
H -3.153 -1.295 -0.599
H -3.472 -0.765 -2.251
H -3.735 1.005 0.236
H -5.015 0.106 -0.545
H -5.474 2.149 -1.310
H -4.539 1.519 -2.664
H -3.429 3.395 -0.617
H -2.557 5.170 -1.224
H -2.275 5.563 -2.891
H -3.414 2.576 -4.079
H -3.143 4.197 -4.485
S 5.336 0.635 -1.841
As 3.446 1.205 -2.638
S 2.625 2.974 -1.656
S 1.935 -0.323 -2.225
S 3.811 1.440 -4.711
Br -1.247 5.060 6.383
C -0.659 3.834 5.055
C 0.060 2.715 5.444
C 0.532 1.846 4.471
C 0.279 2.107 3.135
C -0.469 3.211 2.760
C -0.946 4.087 3.727
C -0.789 3.443 1.306
O -1.897 3.964 1.053
O 0.074 3.118 0.436
H 0.260 2.529 6.490
H 1.106 0.976 4.765
H 0.683 1.495 2.342
H -1.519 4.952 3.425
C 4.358 -4.442 -0.306
C 4.445 -2.972 -0.714
C 4.375 -2.014 0.469
N 3.055 -2.034 1.081
C 2.269 -0.994 1.292
S 2.768 0.611 1.074
N 1.015 -1.237 1.818
C 0.230 -2.391 1.906
O -0.638 -2.432 2.749
C 0.410 -3.460 0.890
C 0.121 -4.777 1.241
C 0.159 -5.773 0.280
C 0.454 -5.454 -1.041
C 0.719 -4.139 -1.397
C 0.701 -3.142 -0.436
H 4.547 -5.081 -1.168
H 3.369 -4.702 0.083
H 5.103 -4.680 0.456
H 3.641 -2.725 -1.411
H 5.389 -2.788 -1.230
H 4.588 -0.998 0.145
H 5.111 -2.294 1.227
H 2.675 -2.950 1.274
H 0.646 -0.473 2.363
H -0.130 -5.003 2.269
H -0.060 -6.796 0.555
H 0.469 -6.230 -1.794
H 0.932 -3.878 -2.426
H 0.895 -2.117 -0.724
```

Calculated values
- M: 994.80 g/mol
- Kohn-Sham gap (alpha / beta): 3.99 / 3.44 eV
- ΔE to the lowest compared entry with this formula, charge and spin: 3.513 eV